(1)
{
  "formula": "C48H56Cl3LaN5O7S2",
  "method": "ωB97M-V/def2-TZVPD",
  "species": ["La", "C", "C", "C", "C", "C", "C", "C", "C", "C", "C", "C", "C", "N", "C", "C", "C", "C", "C", "N", "C", "C", "C", "C", "H", "H", "H", "H", "H", "H", "H", "H", "H", "H", "H", "H", "H", "H", "H", "H", "H", "H", "H", "H", "H", "H", "H", "H", "H", "H", "H", "H", "H", "O", "H", "H", "Cl", "C", "C", "C", "C", "C", "C", "N", "C", "C", "N", "C", "O", "C", "C", "C", "Cl", "S", "C", "C", "C", "Cl", "C", "H", "H", "H", "H", "H", "H", "H", "H", "H", "H", "H", "H", "H", "O", "S", "C", "C", "C", "C", "H", "H", "H", "H", "H", "H", "H", "H", "O", "C", "O", "C", "C", "C", "C", "C", "C", "N", "O", "O", "H", "H", "H", "H"],
  "positions_angstrom": [[-1.0003, 1.1855, -0.2972], [-3.3312, -2.4515, 0.6274], [-3.7384, -1.0249, 1.0919], [-5.2725, -0.8530, 1.0492], [-3.1875, -0.7143, 2.4444], [-3.3445, -1.7348, 3.4000], [-2.9533, -1.5318, 4.7022], [-2.4331, -0.3098, 5.0903], [-2.1507, 0.7012, 4.1666], [-1.4074, 1.8989, 4.7566], [-0.1543, 1.4817, 5.5408], [-2.3195, 2.7697, 5.6762], [-2.5841, 0.5233, 2.8070], [-2.3583, 1.5146, 1.8255], [-2.6200, 2.7718, 2.1123], [-2.2947, 3.8867, 1.3122], [-2.6333, 5.2471, 1.5865], [-2.0670, 5.9952, 0.5792], [-1.3911, 5.0848, -0.2973], [-1.5001, 3.8027, 0.1666], [-0.6235, 5.4938, -1.5403], [-0.8600, 4.4783, -2.6493], [-1.0570, 6.9443, -1.9423], [0.8848, 5.5615, -1.2326], [-3.3407, -2.5509, -0.4613], [-4.0166, -3.2197, 1.0382], [-2.3224, -2.7585, 1.0058], [-3.3327, -0.2716, 0.3847], [-5.7887, -1.4030, 1.8585], [-5.7193, -1.1801, 0.0932], [-5.4963, 0.2294, 1.1847], [-3.8253, -2.6525, 3.0385], [-3.0617, -2.3167, 5.4445], [-2.0801, -0.1666, 6.1016], [-1.0372, 2.5185, 3.9029], [-0.3717, 0.9001, 6.4465], [0.4199, 2.3816, 5.8762], [0.5092, 0.8892, 4.9249], [-2.4563, 2.2317, 6.6386], [-3.3232, 2.9502, 5.2316], [-1.8095, 3.7412, 5.9407], [-3.1619, 3.0631, 3.0352], [-3.2295, 5.5856, 2.4275], [-2.1442, 7.0792, 0.4329], [-1.9252, 4.3483, -2.9330], [-0.4599, 3.5002, -2.3915], [-0.3207, 4.7803, -3.5623], [-2.1469, 7.0162, -2.0984], [-0.5503, 7.2683, -2.8608], [-0.8788, 7.6553, -1.1166], [1.3126, 4.5791, -0.9823], [1.1593, 6.2358, -0.3996], [1.4386, 5.8851, -2.1409], [-3.5376, 1.8743, -1.0196], [-4.1253, 2.2913, -0.3732], [-3.6456, 2.3365, -1.8643], [3.0338, -7.8113, -7.3301], [2.2897, -6.4739, -6.5830], [1.1224, -6.6146, -5.7986], [0.6003, -5.5471, -5.0621], [1.1877, -4.2813, -5.1736], [0.6903, -3.1957, -4.2253], [0.0182, -2.0366, -5.0099], [-0.9155, -1.3154, -4.1999], [-2.2972, -1.3649, -4.1725], [-2.7325, -0.4256, -3.2858], [-1.6021, 0.1876, -2.6598], [-0.5497, -0.3558, -3.2715], [1.7428, -2.6213, -3.4792], [1.8413, -3.0207, -2.0987], [2.4070, -4.3892, -1.9466], [3.6928, -4.7387, -2.3861], [4.9604, -3.6500, -2.7522], [3.9708, -6.4510, -2.4088], [2.4756, -6.7084, -1.5878], [1.7419, -5.5520, -1.4404], [2.2992, -4.1119, -6.0292], [2.9977, -2.5595, -6.3164], [2.8526, -5.1983, -6.7343], [0.6870, -7.6052, -5.6977], [-0.2122, -5.6660, -4.3586], [-0.0462, -3.6904, -3.5933], [-0.4868, -2.4439, -5.9141], [0.8338, -1.3820, -5.3215], [-2.8986, -1.9971, -4.8390], [-3.7586, -0.1333, -3.1284], [0.5021, -0.0613, -3.1544], [0.8437, -2.9232, -1.6125], [2.5199, -2.2671, -1.6930], [2.1974, -7.7185, -1.2810], [0.7904, -5.5254, -0.8999], [3.7631, -5.0090, -7.3017], [0.2597, -0.4061, 0.8055], [0.5932, -1.8070, 1.4042], [2.3957, -1.9855, 1.1143], [3.1490, -1.8678, 2.4620], [2.2000, -1.5627, 3.6497], [0.7244, -1.6050, 3.2272], [2.7035, -1.2767, 0.3265], [2.4609, -3.0209, 0.7304], [3.8990, -1.0650, 2.3777], [3.7136, -2.8174, 2.6414], [2.3987, -0.5814, 4.0962], [2.3703, -2.3226, 4.4489], [0.1563, -0.7109, 3.5006], [0.1650, -2.4964, 3.6658], [2.9799, 0.7725, -1.7390], [2.3196, 1.4966, -0.9986], [1.0463, 1.7894, -1.0796], [3.0225, 2.0194, 0.2748], [2.3585, 2.9035, 1.1408], [2.8514, 3.0856, 2.4011], [3.9846, 2.3462, 2.7732], [4.7953, 1.7154, 1.8343], [4.3455, 1.6013, 0.5320], [4.5087, 2.4490, 4.1772], [3.6646, 2.9272, 4.9261], [5.6414, 2.0902, 4.3929], [1.4238, 3.3836, 0.8415], [2.2990, 3.6633, 3.1352], [5.7121, 1.2336, 2.1276], [4.9602, 1.1644, -0.2217]],
  "forces_ev_per_angstrom": [[-0.93, 1.50, -0.59], [0.38, -0.39, 0.46], [0.06, -0.20, -1.03], [-0.24, 0.64, 0.06], [0.27, 0.16, 1.09], [-0.08, 0.54, -0.80], [-0.27, -0.34, 0.63], [0.67, -0.03, -0.70], [-0.60, -0.34, 0.06], [0.09, 0.84, -0.66], [0.27, 0.73, 0.48], [0.35, 0.15, 0.19], [0.03, -0.52, 1.06], [0.09, 0.16, 0.12], [-0.41, 0.88, 0.19], [0.24, 0.10, 0.20], [0.07, -0.74, -0.02], [0.08, 0.08, -0.49], [-0.22, -0.47, 0.94], [-0.09, 0.74, -0.41], [-0.02, 0.72, 0.51], [-0.24, 0.10, -0.94], [-0.58, -0.40, 0.21], [0.88, -0.21, -0.22], [-0.08, 0.08, 0.08], [0.19, 0.46, -0.31], [-0.65, 0.45, -0.40], [-0.20, -0.43, 0.06], [0.42, 0.19, -0.30], [0.35, 0.14, 0.31], [-0.07, -0.68, -0.05], [0.33, 0.29, 0.59], [-0.10, 0.05, -0.09], [-0.23, -0.10, 0.11], [-0.31, -0.27, 0.64], [-0.07, 0.16, -0.24], [-0.48, -0.64, -0.32], [0.26, -0.15, -0.19], [-0.11, 0.26, -0.55], [0.70, 0.01, 0.33], [-0.60, -0.92, -0.44], [0.21, -0.52, -0.41], [0.11, -0.02, -0.16], [0.03, -0.71, 0.20], [0.45, 0.25, 0.29], [0.09, -0.13, 0.18], [-0.18, -0.03, 0.25], [0.32, -0.24, -0.20], [-0.03, -0.06, 0.33], [0.40, -0.31, -0.50], [-0.34, 0.12, -0.07], [-0.42, -0.15, -0.43], [-0.35, 0.00, 0.50], [0.01, -0.26, -0.23], [0.20, 0.11, -0.16], [-0.06, 0.03, 0.33], [0.06, -0.43, -0.21], [-0.94, 1.57, 0.77], [0.42, -0.39, 0.04], [1.20, 0.23, -0.92], [0.62, -0.03, 0.25], [0.15, 0.08, -1.16], [0.42, -1.30, -0.65], [-0.48, 1.93, 1.76], [-0.26, 0.13, -0.48], [1.31, -0.03, 0.41], [-0.60, -0.96, -1.29], [-0.23, -0.67, -0.79], [-0.41, 0.03, 0.68], [-0.09, 0.56, -0.34], [1.40, -1.11, -0.26], [-1.19, -0.04, 0.28], [-0.17, 0.02, -0.35], [-0.50, 0.86, 0.77], [-0.45, 0.08, -0.16], [0.30, -0.45, 0.08], [-0.66, -1.12, -0.17], [0.15, 0.12, 0.10], [-0.25, 0.30, 0.76], [0.06, 0.14, -0.04], [-0.09, -0.27, -0.12], [-0.17, 0.17, 0.33], [0.21, 0.40, 0.64], [-0.28, 0.07, -0.06], [0.58, 0.33, 0.38], [0.16, 0.00, 0.41], [-0.49, -0.20, 0.19], [0.47, -0.15, -0.15], [-0.10, -0.02, 0.08], [0.07, 0.45, -0.19], [0.26, -0.01, -0.41], [-0.33, -0.28, -0.04], [0.23, -1.34, 0.84], [0.40, 1.19, -0.04], [-0.28, -0.81, 0.40], [0.66, -0.11, -0.08], [0.08, -0.48, 0.50], [-0.64, -1.27, 0.13], [-0.32, -0.16, 0.39], [0.20, 0.50, -0.04], [-0.26, -0.33, 0.02], [-0.51, 0.83, -0.12], [0.13, -0.21, -0.20], [-0.17, 0.67, -0.54], [-0.02, -0.12, -0.26], [0.68, 1.10, -0.63], [-1.18, 0.46, 0.14], [0.96, -0.09, 0.62], [1.02, -0.20, -0.49], [0.09, 0.54, -1.19], [-0.21, -0.89, -0.80], [0.36, -0.62, 1.38], [0.93, 0.71, -0.31], [-0.37, -0.09, 0.25], [-1.55, 0.31, 0.68], [-1.75, 0.49, -1.53], [1.34, -0.46, 0.80], [-0.42, 0.15, 0.69], [0.26, -0.25, 0.05], [0.30, 0.03, -0.08], [0.26, 0.23, 0.17], [0.00, -0.49, -0.43]],
  "lowdin_charge": [2.08, -0.07, -0.39, -0.05, -0.17, -0.04, -0.07, -0.04, -0.14, -0.38, -0.07, -0.06, -0.17, -0.10, -0.12, -0.35, -0.02, -0.03, -0.24, 0.00, -0.53, -0.05, -0.05, -0.04, 0.07, 0.08, 0.07, 0.07, 0.09, 0.09, 0.09, 0.12, 0.11, 0.11, 0.12, 0.08, 0.10, 0.05, 0.08, 0.08, 0.10, 0.13, 0.11, 0.11, 0.09, 0.04, 0.10, 0.09, 0.09, 0.08, 0.06, 0.10, 0.10, -0.14, 0.07, 0.07, 0.72, -0.68, -0.08, -0.02, -0.19, -0.29, -0.08, -0.05, -0.05, -0.11, -0.09, -0.13, -0.12, -0.17, -0.32, -0.96, 0.69, 1.01, -0.41, -0.15, -0.57, 0.76, -0.11, 0.11, 0.12, 0.14, 0.16, 0.11, 0.14, 0.10, 0.15, 0.13, 0.11, 0.07, 0.11, 0.11, -0.76, 1.03, -0.28, -0.19, -0.20, -0.28, 0.09, 0.08, 0.10, 0.13, 0.10, 0.13, 0.07, 0.12, 0.05, -0.56, -0.33, -0.10, -0.02, 0.01, -0.13, 0.00, 0.01, -0.35, 0.06, 0.10, 0.10, 0.12, 0.12, 0.12],
  "relative_energy_kj_mol": 0.0,
  "charge": 1,
  "homo_ha": -0.3579
}

=====

(2)
{
  "formula": "C48H56N13SScSe",
  "method": "ωB97M-V/def2-TZVPD",
  "species": ["Sc", "C", "N", "C", "C", "C", "C", "C", "C", "C", "N", "C", "C", "C", "C", "C", "C", "N", "C", "C", "H", "H", "H", "H", "H", "H", "H", "H", "H", "H", "H", "H", "H", "H", "H", "H", "H", "H", "H", "H", "Se", "N", "C", "C", "C", "C", "C", "N", "C", "C", "N", "C", "C", "C", "C", "C", "N", "H", "H", "H", "H", "H", "H", "C", "N", "C", "C", "N", "C", "C", "C", "C", "C", "C", "C", "C", "C", "N", "C", "N", "C", "C", "N", "C", "C", "C", "N", "C", "C", "H", "H", "H", "H", "H", "H", "H", "H", "H", "H", "H", "H", "H", "H", "H", "H", "H", "H", "H", "H", "H", "H", "H", "H", "H", "H", "H", "H", "H", "H", "S"],
  "positions_angstrom": [[-1.2962, 0.0931, -0.7243], [-4.1534, 1.4638, 2.2598], [-3.1525, 2.3152, 1.6162], [-2.7535, 3.3832, 2.5300], [-3.6510, 2.8734, 0.3855], [-4.9044, 3.4866, 0.3926], [-5.4381, 4.0932, -0.7272], [-4.6816, 4.1128, -1.8880], [-3.4293, 3.5335, -1.9002], [-2.8707, 2.8766, -0.7846], [-1.5833, 2.2675, -0.8977], [-0.6315, 3.0515, -1.5453], [-0.6946, 4.4653, -1.5474], [0.1991, 5.2555, -2.2422], [1.2406, 4.6740, -2.9509], [1.3956, 3.3007, -2.8745], [0.5033, 2.4945, -2.1735], [0.7893, 1.0800, -1.9942], [1.6238, 0.9385, -0.7852], [1.5501, 0.5158, -3.1114], [-5.0341, 2.0323, 2.5991], [-4.4598, 0.6784, 1.5738], [-3.7055, 0.9921, 3.1272], [-3.6190, 3.8966, 2.9769], [-2.1515, 2.9684, 3.3453], [-2.1583, 4.1261, 1.9988], [-5.4728, 3.4933, 1.3144], [-6.4154, 4.5599, -0.6882], [-5.0624, 4.5894, -2.7843], [-2.8344, 3.6140, -2.8004], [-1.4850, 4.9433, -0.9859], [0.0856, 6.3331, -2.2225], [1.9361, 5.2718, -3.5264], [2.2476, 2.8557, -3.3720], [1.8026, -0.1160, -0.5686], [2.5909, 1.4406, -0.9240], [1.1227, 1.3888, 0.0675], [2.5976, 0.8373, -3.0881], [1.5446, -0.5700, -3.0434], [1.1205, 0.8181, -4.0642], [1.0680, -2.4837, -7.9761], [1.0443, -3.2538, -6.3741], [0.3132, -2.4941, -5.6068], [0.0461, -2.7832, -4.2066], [0.4013, -3.9856, -3.5927], [0.0341, -4.1896, -2.2828], [-0.6042, -3.1566, -1.5979], [-0.8558, -1.9773, -2.1376], [-0.6132, -1.8157, -3.4448], [-1.1908, -0.6238, -4.0661], [-1.9169, 0.1714, -3.2691], [-2.6159, 1.1398, -3.8325], [-2.5614, 1.4389, -5.1923], [-1.7584, 0.6750, -6.0033], [-1.0739, -0.4031, -5.4401], [-0.2428, -1.3071, -6.2199], [0.0470, -1.1195, -7.4774], [0.9302, -4.7343, -4.1704], [0.2397, -5.1252, -1.7802], [-0.9622, -3.2855, -0.5843], [-3.2641, 1.6946, -3.1718], [-3.1495, 2.2560, -5.5874], [-1.6599, 0.8624, -7.0652], [4.0115, -4.6523, 0.7543], [3.1783, -3.7523, 1.5317], [2.7960, -4.2922, 2.8205], [2.6012, -2.6358, 0.9347], [1.4186, -2.1662, 1.1002], [0.3942, -2.8918, 1.7487], [0.3009, -4.2554, 1.5497], [-0.7299, -5.0265, 2.1017], [-1.6415, -4.4318, 2.9201], [-1.5683, -3.0485, 3.1935], [-2.4556, -2.5035, 4.1505], [-2.3500, -1.1987, 4.5159], [-1.4344, -0.3645, 3.8548], [-0.6279, -0.8135, 2.8367], [0.0913, 0.1634, 2.0987], [0.8654, 0.9811, 2.7427], [1.1726, 2.2197, 2.2254], [2.4719, 2.8354, 2.3883], [0.1621, 3.0767, 1.6322], [1.4953, 0.7274, 3.9487], [1.8661, -0.5989, 4.3674], [1.4810, 1.7099, 5.0122], [-0.5933, -2.2269, 2.5526], [3.4954, -1.8511, 0.1403], [3.6953, -2.1683, -1.2643], [4.7358, -1.5170, 0.8256], [3.6932, -5.6801, 0.9470], [5.0717, -4.5743, 1.0167], [3.8979, -4.4752, -0.3110], [2.3039, -3.5405, 3.4195], [3.7040, -4.6072, 3.3425], [2.1236, -5.1520, 2.7373], [1.0369, -4.7347, 0.9132], [-0.7746, -6.0883, 1.8914], [-2.4358, -5.0112, 3.3765], [-3.1951, -3.1511, 4.6070], [-3.0024, -0.7837, 5.2756], [-1.4057, 0.6919, 4.0974], [3.1729, 2.1358, 2.8349], [2.4218, 3.7375, 3.0085], [2.8540, 3.1309, 1.4050], [-0.7352, 2.5054, 1.4135], [0.5361, 3.5278, 0.7093], [-0.0867, 3.8945, 2.3193], [1.8095, -1.2589, 3.5149], [1.2077, -0.9877, 5.1501], [2.8941, -0.5844, 4.7449], [1.0769, 2.6550, 4.6580], [2.4895, 1.8798, 5.4021], [0.8533, 1.3556, 5.8379], [4.4653, -2.9335, -1.4326], [2.7573, -2.5001, -1.7071], [4.0237, -1.2643, -1.7846], [5.4474, -2.3525, 0.8834], [4.5137, -1.1709, 1.8362], [5.2177, -0.6994, 0.2835], [-3.1350, -1.2105, 0.0338]],
  "forces_ev_per_angstrom": [[-1.99, -1.14, -0.05], [0.06, -0.04, -0.05], [-0.17, 0.10, 0.02], [-0.12, 0.02, -0.01], [0.22, 0.01, 0.01], [-0.05, 0.01, -0.11], [-0.07, 0.02, 0.08], [0.01, 0.06, -0.07], [0.01, 0.02, 0.10], [0.01, 0.10, -0.02], [-0.12, -0.10, -0.21], [-0.12, 0.03, 0.17], [0.01, -0.03, -0.02], [-0.01, -0.04, 0.04], [0.05, 0.02, -0.03], [0.05, 0.03, 0.01], [-0.01, 0.05, -0.05], [-0.01, 0.08, 0.15], [-0.03, -0.13, 0.06], [-0.07, -0.12, -0.04], [0.08, -0.06, 0.04], [0.05, -0.06, -0.05], [0.10, -0.10, 0.15], [-0.04, 0.00, -0.03], [-0.04, 0.01, -0.04], [-0.11, -0.03, 0.07], [0.02, -0.01, -0.05], [0.04, -0.05, -0.01], [0.03, 0.00, 0.02], [0.02, 0.02, 0.03], [-0.07, -0.01, -0.03], [-0.02, -0.02, 0.00], [-0.02, -0.01, 0.04], [-0.05, -0.02, 0.01], [0.01, -0.05, 0.09], [0.00, 0.01, 0.02], [0.01, -0.02, 0.04], [0.00, 0.01, -0.01], [0.03, -0.06, 0.05], [-0.07, -0.01, 0.00], [0.20, -0.11, -0.35], [-0.04, -0.01, 0.01], [-0.04, 0.05, 0.02], [-0.12, 0.02, 0.16], [0.10, 0.05, -0.12], [0.04, -0.01, -0.04], [-0.02, -0.14, 0.36], [0.29, 0.48, 0.06], [0.07, -0.27, 0.01], [-0.09, 0.19, -0.19], [0.22, -0.18, 0.28], [-0.14, 0.07, 0.11], [-0.05, -0.01, -0.02], [0.11, -0.11, -0.10], [-0.05, 0.11, 0.16], [0.02, -0.03, 0.07], [-0.06, 0.02, 0.01], [-0.05, 0.00, 0.03], [-0.05, 0.02, 0.01], [0.12, 0.09, 0.12], [0.05, -0.03, 0.00], [0.01, -0.01, 0.02], [-0.03, 0.02, 0.03], [0.05, 0.09, -0.01], [-0.08, 0.05, 0.12], [0.27, 0.03, 0.00], [-0.18, 0.05, 0.06], [0.15, -0.01, 0.03], [-0.05, -0.29, -0.25], [-0.28, 0.13, -0.35], [-0.01, 0.00, -0.02], [-0.02, -0.12, -0.03], [0.10, 0.09, -0.01], [-0.06, 0.04, 0.10], [-0.08, 0.01, 0.00], [-0.03, 0.07, -0.11], [0.23, 0.03, 0.16], [0.01, -0.07, -0.07], [-0.06, 0.02, -0.12], [-0.05, 0.09, -0.03], [-0.08, -0.06, -0.06], [0.27, -0.08, 0.08], [-0.02, 0.00, 0.03], [-0.03, 0.00, 0.01], [0.02, -0.01, -0.03], [0.12, 0.08, 0.06], [0.24, -0.25, 0.09], [-0.15, 0.21, 0.12], [-0.07, 0.02, -0.11], [0.00, -0.01, -0.01], [-0.01, -0.03, 0.01], [0.02, -0.01, 0.04], [-0.14, 0.18, 0.14], [0.02, 0.02, -0.01], [0.09, 0.03, 0.06], [-0.11, 0.04, -0.03], [-0.04, 0.01, 0.00], [0.04, 0.05, 0.02], [0.04, 0.00, -0.04], [0.03, -0.01, -0.02], [-0.06, 0.02, -0.07], [0.00, -0.02, 0.03], [0.01, -0.01, 0.03], [-0.01, 0.02, 0.03], [0.07, -0.02, -0.01], [0.00, -0.07, 0.00], [0.12, -0.02, 0.00], [0.08, -0.22, -0.19], [-0.05, -0.02, 0.02], [-0.01, -0.02, 0.03], [0.01, -0.01, -0.02], [0.00, 0.03, 0.00], [-0.01, 0.00, 0.00], [-0.02, 0.01, -0.04], [-0.08, -0.04, -0.03], [-0.06, -0.01, -0.03], [0.01, 0.04, 0.01], [0.02, -0.03, -0.03], [-0.02, -0.02, 0.04], [1.70, 1.30, -0.54]],
  "lowdin_charge": [0.62, -0.11, -0.19, -0.10, -0.20, -0.03, -0.09, -0.09, -0.09, -0.22, -0.04, -0.27, -0.05, -0.09, -0.10, -0.04, -0.20, -0.21, -0.07, -0.08, 0.07, 0.02, 0.06, 0.09, 0.08, 0.08, 0.10, 0.10, 0.10, 0.10, 0.12, 0.10, 0.09, 0.10, 0.06, 0.11, 0.05, 0.09, 0.07, 0.10, 1.11, -0.23, -0.34, -0.10, 0.01, -0.03, -0.11, 0.06, -0.17, -0.17, 0.11, -0.08, -0.01, 0.01, -0.10, -0.34, -0.22, 0.12, 0.11, 0.08, 0.09, 0.11, 0.12, -0.05, -0.16, -0.06, -0.36, 0.19, -0.23, -0.10, -0.07, -0.03, -0.16, -0.04, -0.07, -0.05, -0.24, 0.16, -0.38, -0.17, -0.06, -0.07, -0.16, -0.05, -0.06, -0.06, -0.18, -0.09, -0.07, 0.09, 0.09, 0.07, 0.09, 0.10, 0.08, 0.11, 0.11, 0.11, 0.11, 0.11, 0.11, 0.09, 0.09, 0.09, 0.05, 0.09, 0.09, 0.06, 0.10, 0.09, 0.09, 0.09, 0.09, 0.07, 0.08, 0.08, 0.07, 0.09, 0.09, -0.13],
  "relative_energy_kj_mol": 134.0,
  "homo_ha": -0.2194
}